Entry 1:
Molecular formula: C28H33AsCl2IrNO5S
Method: DFT, wB97M-V/def2-TZVPD

Calculated values
highest occupied orbital energy	-7.24	eV
orbital gap	7.351	eV
M	833.7	g mol⁻¹
largest force on an atom	1.782	eV/Å
ΔE to the lowest compared entry with this formula, charge and spin	35.0	kcal/mol

ORCA input file:
```
! wB97M-V def2-TZVPD RIJCOSX def2/J DEFGRID3
* xyz 0 1
Ir -1.220 0.949 -0.698
O 0.235 2.114 0.111
N -0.148 3.345 0.498
C 0.834 4.146 0.970
C 0.550 5.404 1.411
C -0.779 5.852 1.360
C -1.754 5.028 0.869
C -1.438 3.734 0.414
S -2.616 2.653 -0.217
H 1.816 3.697 0.954
H 1.348 6.027 1.784
H -1.032 6.846 1.703
H -2.787 5.340 0.809
Cl -1.113 -4.608 -5.258
C -1.549 -3.241 -4.264
C -2.838 -3.140 -3.767
C -3.163 -2.073 -2.956
Cl -4.814 -1.935 -2.424
C -2.225 -1.091 -2.572
O -2.576 -0.194 -1.680
C -0.971 -1.161 -3.204
C 0.016 -0.010 -3.143
O -0.356 1.128 -2.601
C -0.636 -2.241 -4.015
H -3.587 -3.879 -4.009
H 0.432 0.167 -4.139
H 0.352 -2.285 -4.458
C -4.904 -0.195 0.630
C -3.921 0.230 1.713
As -2.060 -0.055 1.246
C -1.863 -1.972 1.077
C -2.497 -2.789 2.197
C -1.144 0.460 2.893
C -1.928 0.329 4.196
H -5.926 0.031 0.939
H -4.841 -1.265 0.431
H -4.705 0.307 -0.315
H -4.106 -0.306 2.645
H -4.009 1.298 1.914
H -0.791 -2.155 1.003
H -2.290 -2.229 0.106
H -2.001 -2.620 3.154
H -2.413 -3.852 1.969
H -3.557 -2.564 2.320
H -0.834 1.495 2.738
H -0.231 -0.136 2.927
H -2.839 0.926 4.180
H -1.321 0.680 5.032
H -2.210 -0.703 4.406
C 6.953 -0.914 0.602
C 5.524 -0.791 0.149
C 4.477 -1.219 0.950
C 3.154 -1.145 0.533
C 2.097 -1.624 1.495
C 2.868 -0.631 -0.742
C 3.914 -0.158 -1.562
C 3.723 0.501 -2.908
C 5.217 -0.251 -1.091
C 1.454 -0.567 -1.214
O 1.304 -0.630 -2.495
O 0.508 -0.480 -0.410
H 7.015 -1.077 1.677
H 7.522 -0.017 0.355
H 7.440 -1.756 0.106
H 4.692 -1.624 1.933
H 2.572 -2.058 2.374
H 1.448 -2.375 1.045
H 1.464 -0.795 1.807
H 2.929 1.246 -2.888
H 3.461 -0.226 -3.675
H 4.652 0.990 -3.200
H 6.021 0.115 -1.720
*
```

---

Entry 2:
Molecular formula: C28H33BF5HgN9O3P
Method: DFT, wB97M-V/def2-TZVPD

Calculated values
highest occupied orbital energy (alpha / beta)	-3.88 / -6.78	eV
orbital gap (alpha / beta)	3.205 / 6.088	eV
M	881.0	g mol⁻¹
expectation value of S²	0.77
largest force on an atom	2.844	eV/Å

ORCA input file:
```
! wB97M-V def2-TZVPD RIJCOSX def2/J DEFGRID3
* xyz 0 2
Hg 10.242 9.500 18.457
C 11.913 10.120 24.018
N 11.094 9.620 22.950
C 9.956 8.910 23.116
C 9.475 8.599 21.861
N 10.365 9.065 20.905
C 11.356 9.666 21.562
P 12.691 10.694 20.917
C 13.244 9.694 19.512
N 12.379 9.113 18.660
C 13.152 8.525 17.702
C 14.485 8.670 18.004
N 14.501 9.467 19.140
C 15.769 9.870 19.782
C 11.674 11.869 20.002
N 10.394 12.030 20.198
C 10.008 13.044 19.340
C 11.092 13.459 18.633
N 12.165 12.733 19.079
C 13.455 12.718 18.403
H 11.687 9.548 24.886
H 12.965 10.011 23.799
H 11.738 11.192 24.168
H 9.515 8.706 24.082
H 8.570 8.092 21.562
H 12.709 7.912 16.953
H 15.409 8.277 17.572
H 16.610 9.298 19.404
H 15.982 10.952 19.536
H 15.708 9.745 20.864
H 8.989 13.356 19.321
H 11.277 14.144 17.840
H 13.592 13.677 17.955
H 14.218 12.624 19.173
H 13.472 11.919 17.619
C 6.002 8.633 12.773
C 6.740 9.946 12.653
N 7.867 10.037 13.604
C 7.593 10.411 14.867
C 8.522 10.550 15.795
C 8.136 11.018 17.172
O 7.517 12.056 17.307
O 8.333 10.202 18.181
C 9.953 10.310 15.492
O 10.872 10.455 16.371
C 10.218 9.789 14.190
C 11.555 9.398 13.850
C 11.753 8.969 12.553
F 12.997 8.490 12.195
C 10.759 8.865 11.577
C 9.418 9.112 11.994
C 9.173 9.638 13.238
N 10.955 8.297 10.287
C 10.655 6.869 10.283
C 11.853 6.112 10.881
N 13.036 6.313 9.987
C 13.299 7.773 9.596
C 12.028 8.562 9.389
H 5.208 8.726 12.012
H 5.525 8.559 13.755
H 6.621 7.784 12.594
H 6.091 10.771 12.947
H 7.103 10.138 11.619
H 6.566 10.623 15.115
H 12.304 9.329 14.608
H 8.627 9.022 11.233
H 10.448 6.398 9.309
H 9.805 6.684 10.964
H 11.719 5.024 10.946
H 12.119 6.547 11.859
H 12.910 5.740 9.158
H 13.930 5.967 10.379
H 13.907 7.682 8.680
H 13.942 8.151 10.388
H 11.633 8.366 8.382
H 12.341 9.607 9.411
F 12.124 5.654 16.065
B 10.819 5.764 16.660
F 9.880 6.137 15.725
F 10.477 4.609 17.310
F 10.873 6.851 17.632
*
```

---

Entry 3:
Molecular formula: C28H33BrF3N5O
Method: DFT, wB97M-V/def2-TZVPD

Calculated values
highest occupied orbital energy	-8.20	eV
orbital gap	8.811	eV
SMILES	O=C(c1cnn2c1N[C@@H](c1ccc(Br)cc1)C[C@H]2C(F)(F)F)N1CCN([C@]23C[C@H]4C[C@H](C[C@H](C4)C2)C3)CC1
M	592.5	g mol⁻¹
largest force on an atom	0.865	eV/Å

ORCA input file:
```
! wB97M-V def2-TZVPD RIJCOSX def2/J DEFGRID3
* xyz 0 1
O -1.474 -0.121 0.265
C -0.784 -0.821 -0.480
C 0.604 -0.427 -0.744
C 1.526 -0.584 -1.805
N 2.626 0.101 -1.607
N 2.463 0.723 -0.420
C 1.255 0.458 0.119
N 0.858 0.972 1.308
C 1.592 2.105 1.824
C 1.287 2.313 3.287
C 1.300 3.590 3.833
C 1.054 3.784 5.179
C 0.791 2.686 5.981
Br 0.449 2.945 7.835
C 0.772 1.405 5.457
C 1.024 1.225 4.109
C 3.091 1.801 1.650
C 3.441 1.592 0.170
C 4.838 0.963 0.058
F 5.309 0.937 -1.185
F 4.865 -0.288 0.530
F 5.729 1.664 0.785
N -1.287 -1.946 -1.024
C -0.593 -2.941 -1.793
C -1.059 -2.887 -3.257
N -2.445 -2.449 -3.317
C -3.112 -2.545 -4.622
C -4.304 -1.574 -4.627
C -5.011 -1.595 -5.981
C -4.044 -1.154 -7.074
C -2.858 -2.113 -7.093
C -3.345 -3.528 -7.399
C -4.319 -3.968 -6.308
C -5.508 -3.010 -6.274
C -3.616 -3.962 -4.951
C -2.153 -2.102 -5.737
C -3.179 -2.955 -2.174
C -2.710 -2.199 -0.924
H 1.422 -1.132 -2.719
H -0.151 0.932 1.427
H 1.349 3.028 1.270
H 1.501 4.444 3.202
H 1.062 4.777 5.602
H 0.564 0.560 6.094
H 1.009 0.232 3.688
H 3.691 2.613 2.061
H 3.318 0.886 2.201
H 3.487 2.548 -0.375
H -0.831 -3.920 -1.360
H 0.483 -2.800 -1.719
H -0.450 -2.158 -3.798
H -0.901 -3.881 -3.710
H -5.025 -1.845 -3.855
H -3.938 -0.571 -4.402
H -5.865 -0.908 -5.948
H -3.698 -0.137 -6.879
H -4.545 -1.159 -8.045
H -2.144 -1.799 -7.864
H -3.841 -3.550 -8.372
H -2.496 -4.214 -7.441
H -4.674 -4.983 -6.523
H -6.028 -3.030 -7.234
H -6.217 -3.323 -5.503
H -4.313 -4.299 -4.181
H -2.773 -4.658 -4.969
H -1.298 -2.778 -5.792
H -1.786 -1.099 -5.515
H -4.245 -2.781 -2.299
H -3.034 -4.041 -2.036
H -2.934 -2.779 -0.019
H -3.208 -1.231 -0.841
*
```

---

Entry 4:
Molecular formula: C28H33CuN5O2S
Method: DFT, wB97M-V/def2-TZVPD

Calculated values
highest occupied orbital energy	-3.51	eV
orbital gap	6.139	eV
M	567.2	g mol⁻¹
largest force on an atom	0.444	eV/Å
ΔE to the lowest compared entry with this formula, charge and spin	0.0	kcal/mol

ORCA input file:
```
! wB97M-V def2-TZVPD RIJCOSX def2/J DEFGRID3
* xyz -1 1
Cu -1.576 0.494 0.947
N 0.826 -3.557 -2.998
C -0.304 -3.210 -2.251
C -1.405 -2.616 -2.870
C -2.520 -2.268 -2.128
C -2.554 -2.523 -0.765
C -1.474 -3.132 -0.145
C -0.356 -3.474 -0.884
S -3.951 -2.008 0.192
O -4.048 -2.916 1.309
O -5.073 -1.907 -0.708
N -3.399 -0.578 0.684
C -4.150 0.486 0.989
N -3.360 1.575 1.238
C -3.952 2.710 1.556
C -5.330 2.825 1.640
C -6.045 1.659 1.397
N -5.492 0.499 1.089
H 0.952 -3.013 -3.836
H 1.676 -3.608 -2.458
H -1.377 -2.415 -3.935
H -3.374 -1.796 -2.597
H -1.513 -3.315 0.921
H 0.499 -3.927 -0.396
H -3.297 3.552 1.755
H -5.812 3.756 1.896
H -7.130 1.656 1.469
C 4.760 -0.437 2.879
C 3.252 -0.389 2.922
C 2.573 -0.770 4.070
C 1.174 -0.718 4.080
C 0.404 -1.132 5.309
C 0.498 -0.289 2.961
C 1.142 0.115 1.757
C 2.560 0.041 1.795
N 0.357 0.510 0.726
C 0.906 0.935 -0.552
C -0.283 1.296 -1.463
C 0.168 1.766 -2.849
C 1.054 3.005 -2.708
C 2.259 2.660 -1.830
C 3.060 1.529 -2.487
C 2.169 0.293 -2.656
C 0.965 0.651 -3.529
C 1.682 -0.182 -1.283
C 1.774 2.208 -0.449
H 5.168 -0.790 3.827
H 5.181 0.550 2.676
H 5.110 -1.108 2.091
H 3.116 -1.107 4.946
H 1.078 -1.462 6.101
H -0.283 -1.950 5.084
H -0.194 -0.304 5.696
H -0.591 -0.260 2.979
H 3.155 0.322 0.939
H -0.868 2.081 -0.971
H -0.928 0.414 -1.556
H -0.714 2.007 -3.452
H 0.485 3.820 -2.250
H 1.386 3.349 -3.694
H 2.899 3.542 -1.721
H 3.930 1.281 -1.869
H 3.435 1.855 -3.464
H 2.745 -0.507 -3.136
H 0.325 -0.228 -3.654
H 1.295 0.972 -4.524
H 2.532 -0.519 -0.690
H 1.008 -1.036 -1.388
H 1.166 2.989 0.018
H 2.631 2.044 0.205
*
```

---

Entry 5:
Molecular formula: C28H33GeHfN6O3
Method: DFT, wB97M-V/def2-TZVPD

Calculated values
highest occupied orbital energy (alpha / beta)	-13.36 / -14.60	eV
orbital gap (alpha / beta)	6.830 / 6.607	eV
M	752.7	g mol⁻¹
expectation value of S²	0.76
largest force on an atom	0.820	eV/Å
ΔE to the lowest compared entry with this formula, charge and spin	12.1	kcal/mol

ORCA input file:
```
! wB97M-V def2-TZVPD RIJCOSX def2/J DEFGRID3
* xyz 2 2
Hf -0.438 -1.021 -0.179
N 0.694 -3.082 -0.305
C 0.235 -3.969 0.815
C -1.275 -3.808 0.915
O -2.012 -4.757 0.945
N -1.645 -2.472 0.896
C -3.068 -2.223 0.564
C -2.707 -1.106 -0.398
O -2.070 -1.438 -1.471
O -2.339 0.016 0.108
H 0.423 -3.539 -1.176
H 1.712 -3.055 -0.323
H 0.707 -3.644 1.743
H 0.489 -5.010 0.635
H -3.636 -1.863 1.418
H -3.530 -3.086 0.092
C 0.482 -1.410 -3.231
N 0.410 -0.316 -2.169
C -0.495 0.785 -2.764
N 0.009 1.257 -4.016
C 0.059 0.143 -4.969
N 0.959 -0.909 -4.485
C 2.298 -0.345 -4.308
N 2.275 0.762 -3.346
C 1.804 0.285 -2.079
C 1.358 1.796 -3.841
H -0.522 -1.825 -3.339
H 1.172 -2.178 -2.868
H -0.537 1.600 -2.034
H -1.485 0.351 -2.882
H 0.420 0.508 -5.929
H -0.943 -0.266 -5.103
H 2.663 0.022 -5.266
H 2.977 -1.123 -3.952
H 1.761 1.114 -1.370
H 2.480 -0.485 -1.691
H 1.724 2.167 -4.797
H 1.329 2.626 -3.132
C -1.783 5.325 0.573
C -2.295 4.751 1.727
C -1.828 3.519 2.158
C -0.835 2.861 1.427
C -0.322 3.448 0.263
C -0.797 4.677 -0.161
Ge -0.225 1.159 1.993
C 1.533 0.562 1.445
C 1.788 -0.823 1.480
C 3.041 -1.330 1.127
C 4.040 -0.467 0.721
C 3.799 0.907 0.676
C 2.562 1.422 1.023
C -1.048 0.109 3.354
C -2.441 0.123 3.489
C -3.045 -0.645 4.471
C -2.271 -1.429 5.317
C -0.888 -1.438 5.198
C -0.272 -0.673 4.220
H -2.150 6.288 0.245
H -3.057 5.266 2.296
H -2.228 3.083 3.066
H 0.454 2.952 -0.310
H -0.399 5.136 -1.056
H 1.056 -1.489 1.947
H 3.250 -2.390 1.222
H 5.020 -0.848 0.469
H 4.594 1.579 0.382
H 2.408 2.493 1.005
H -3.052 0.728 2.829
H -4.121 -0.628 4.582
H -2.749 -2.028 6.081
H -0.288 -2.030 5.875
H 0.810 -0.670 4.158
*
```

---

Entry 6:
Molecular formula: C28H33HfN5O6S2
Method: DFT, wB97M-V/def2-TZVPD

Calculated values
highest occupied orbital energy	-13.95	eV
orbital gap	7.692	eV
M	778.2	g mol⁻¹
largest force on an atom	1.582	eV/Å
ΔE to the lowest compared entry with this formula, charge and spin	10.4	kcal/mol

ORCA input file:
```
! wB97M-V def2-TZVPD RIJCOSX def2/J DEFGRID3
* xyz 2 1
Hf -0.224 -1.020 -0.521
N -0.191 -1.108 1.746
C 0.634 -2.001 2.631
C 2.019 -2.259 2.056
C 2.006 -3.261 0.909
N 1.499 -2.640 -0.354
H 0.062 -0.148 1.991
H -1.145 -1.145 2.097
H 0.103 -2.946 2.744
H 0.696 -1.546 3.614
H 2.657 -2.643 2.850
H 2.465 -1.314 1.721
H 1.357 -4.098 1.157
H 3.004 -3.655 0.742
H 1.398 -3.370 -1.052
H 2.246 -2.056 -0.719
O 1.340 -1.138 -4.045
S 0.686 -0.361 -3.052
O 1.400 -0.319 -1.716
N -0.724 -0.988 -2.549
C -1.212 -2.223 -3.082
C -1.353 -2.515 -4.410
C -1.917 -3.739 -4.826
C -2.354 -4.654 -3.915
C -2.203 -4.395 -2.534
C -2.631 -5.289 -1.530
C -2.436 -4.985 -0.208
C -1.787 -3.800 0.120
N -1.366 -2.926 -0.783
C -1.597 -3.192 -2.120
C 0.384 1.288 -3.519
C 1.201 2.299 -3.028
C 0.948 3.597 -3.436
C -0.104 3.862 -4.306
C -0.913 2.833 -4.781
C -0.675 1.530 -4.387
H -1.027 -1.798 -5.155
H -2.021 -3.937 -5.885
H -2.818 -5.582 -4.230
H -3.114 -6.215 -1.823
H -2.773 -5.648 0.579
H -1.596 -3.560 1.159
H 2.015 2.072 -2.352
H 1.576 4.403 -3.077
H -0.297 4.880 -4.620
H -1.727 3.047 -5.463
H -1.301 0.720 -4.747
C 4.523 3.656 3.529
C 3.068 3.274 3.575
C 2.278 3.655 4.663
C 0.937 3.323 4.727
C 0.383 2.584 3.686
C 1.137 2.200 2.587
C 2.475 2.559 2.535
S -1.242 1.991 3.965
O -2.038 2.994 4.594
O -1.164 0.663 4.524
N -1.778 1.698 2.402
C -1.970 2.841 1.493
C -2.360 2.281 0.109
C -1.572 1.035 -0.138
O -0.290 1.062 -0.252
O -2.107 -0.124 -0.159
H 4.627 4.737 3.413
H 5.044 3.174 2.703
H 5.021 3.386 4.461
H 2.727 4.226 5.469
H 0.319 3.630 5.564
H 0.681 1.662 1.760
H 3.070 2.293 1.668
H -2.660 1.204 2.567
H -1.023 3.373 1.410
H -2.734 3.528 1.851
H -2.121 3.006 -0.669
H -3.419 2.033 0.076
*
```